One molecule with the formula C5H7NO, computed with the ωB97M-V functional and the def2-TZVPD basis.

Each atom is followed by the atoms it is bonded to, with distances in Å.
Positions of all 14 atoms, in Å:
1 C -0.27654 -0.18975 1.82597  O5 1.415, H8 1.098, H9 1.098, H10 1.093
2 C -1.01427 -0.36526 -1.40671  C3 1.334, H11 1.085, H12 1.088
3 C 0.21590 -0.04088 -1.00403  C2 1.334, C4 1.515, C6 1.443
4 C 0.47891 1.08560 -0.02506  C3 1.515, O5 1.405, H13 1.094, H14 1.102
5 O 0.74419 0.61944 1.27365  C1 1.415, C4 1.405
6 C 1.34568 -0.84215 -1.40778  C3 1.443, N7 1.158
7 N 2.26025 -1.47485 -1.73193  C6 1.158
8 H -0.04014 -1.25467 1.70419  C1 1.098
9 H -1.25341 -0.00537 1.35894  C1 1.098
10 H -0.34829 0.04505 2.89093  C1 1.093
11 H -1.21036 -1.21876 -2.04701  C2 1.085
12 H -1.86716 0.22437 -1.07803  C2 1.088
13 H 1.36088 1.66142 -0.32162  C4 1.094
14 H -0.39564 1.75584 -0.03151  C4 1.102

Output
Gap between HOMO and LUMO ... 0.392 Ha
Relative energy (zero: lowest compared OMol25 entry of this formula, charge and spin) ... 176.7 kJ/mol
Multiplicity ... 1
Calculated total energy ... -8834.37113 eV
SMILES ... C=C(C#N)COC